Entry from the Open Molecules 2025 dataset: a 11-piece molecular cluster, C38H102N4O15 overall in a non-equilibrium geometry (ωB97M-V/def2-TZVPD).

Structure (ORCA input):
```
! wB97M-V def2-TZVPD RIJCOSX def2/J DEFGRID3
* xyz 0 1
C 8.81883 -2.78964 -21.13520
O 7.63137 -2.18999 -20.59741
C 6.68735 -1.80273 -21.55843
C 5.38491 -1.32119 -20.86527
N 5.59797 0.09666 -20.48849
C 4.68216 0.59509 -19.49624
C 4.92785 2.02208 -19.10409
O 6.24464 2.11375 -18.63245
C 6.72328 3.43233 -18.45056
H 8.66902 -3.78588 -21.55408
H 9.59352 -2.91933 -20.38045
H 9.22931 -2.10474 -21.87966
H 6.31291 -2.65226 -22.13811
H 7.07706 -1.10393 -22.30117
H 5.20477 -1.96960 -20.00441
H 4.51550 -1.35983 -21.52146
H 6.55035 0.23368 -20.17929
H 4.79303 0.01076 -18.57599
H 3.64076 0.47624 -19.79937
H 4.18966 2.32634 -18.35842
H 4.82308 2.66379 -19.98315
H 6.13290 4.06566 -17.78707
H 6.84396 3.94167 -19.40966
H 7.74533 3.32346 -18.08656
C 9.32557 -0.30471 -18.84722
O 10.08570 -0.07319 -17.64525
C 9.77680 1.14052 -17.01287
C 10.79368 1.43892 -15.90160
N 10.63549 2.79609 -15.37315
C 11.49694 2.95359 -14.20234
C 11.44858 4.47006 -13.79646
O 12.23413 4.65805 -12.64351
C 13.61287 4.67874 -12.93541
H 8.25479 -0.33265 -18.64391
H 9.70626 -1.23456 -19.26047
H 9.52942 0.50402 -19.55222
H 8.80523 1.03101 -16.52179
H 9.63927 1.98827 -17.68948
H 11.80961 1.26672 -16.26770
H 10.69351 0.71253 -15.09366
H 10.93617 3.36608 -16.15350
H 12.49118 2.59595 -14.47883
H 11.15882 2.37114 -13.34532
H 10.40240 4.65543 -13.54927
H 11.70098 5.16353 -14.60169
H 13.89289 5.61423 -13.42357
H 14.05198 3.83781 -13.47524
H 14.15227 4.63688 -11.98811
C 10.65803 4.24592 -9.90756
O 9.63633 3.62534 -9.11951
C 8.74884 2.85592 -9.89192
C 7.71428 2.19917 -8.96428
N 7.08950 3.19066 -8.10505
C 6.30349 2.50743 -7.04361
C 6.08679 3.44039 -5.88390
O 7.33058 3.81257 -5.31748
C 7.17173 4.43889 -4.06124
H 10.14346 4.77570 -10.71340
H 11.33940 3.54881 -10.39710
H 11.24637 5.01543 -9.40964
H 9.24596 2.00497 -10.36339
H 8.28705 3.40257 -10.71808
H 8.27292 1.47531 -8.36468
H 7.01319 1.64059 -9.58556
H 7.81563 3.74339 -7.66856
H 6.81662 1.61590 -6.67584
H 5.31160 2.20077 -7.37808
H 5.43215 2.97355 -5.14366
H 5.61919 4.39308 -6.14677
H 6.61730 5.36884 -4.21084
H 8.13017 4.81170 -3.69955
H 6.73422 3.74756 -3.34041
C 6.77879 -4.54307 -11.50811
O 6.92362 -4.70355 -12.89794
C 8.23998 -4.71607 -13.33798
C 8.26775 -4.91205 -14.86043
N 7.38305 -3.98086 -15.55108
C 7.94689 -2.64721 -15.83266
C 6.92516 -1.61284 -16.38196
O 6.00223 -1.28854 -15.38046
C 5.42664 -0.03996 -15.53962
H 5.73490 -4.63582 -11.20721
H 7.04851 -3.57284 -11.08415
H 7.33910 -5.30716 -10.96462
H 8.80230 -5.50251 -12.82487
H 8.79045 -3.81635 -13.04609
H 8.06152 -5.97619 -14.98816
H 9.29091 -4.80558 -15.22378
H 6.48643 -3.88417 -15.09602
H 8.75123 -2.81341 -16.55262
H 8.49731 -2.39208 -14.92378
H 6.43337 -1.92220 -17.30674
H 7.54595 -0.74656 -16.62466
H 4.75467 -0.13637 -16.39612
H 6.12460 0.78255 -15.71794
H 4.93427 0.20956 -14.59974
C 2.82842 2.97448 -10.84951
C 4.02685 2.75118 -9.91704
O 4.92313 3.87207 -9.92683
H 3.18024 2.56692 -11.79798
H 2.54628 4.02282 -10.93542
H 1.93191 2.42646 -10.55957
H 4.62637 1.88063 -10.19257
H 3.73674 2.58670 -8.87675
H 5.64634 3.73513 -9.29854
C 7.39749 6.72245 -11.81216
C 6.64942 7.55776 -10.85042
O 5.56323 8.11952 -11.56500
H 6.67902 6.10586 -12.35626
H 8.10264 6.06627 -11.30083
H 7.83121 7.32284 -12.61253
H 7.25430 8.43040 -10.59223
H 6.38057 7.05668 -9.92080
H 5.82812 9.02757 -11.72409
C 5.55516 6.63102 -15.96585
C 5.96462 7.89324 -16.72467
O 5.93805 7.65567 -18.11264
H 6.16140 5.75538 -16.20359
H 4.50264 6.35958 -16.04199
H 5.74620 6.80398 -14.90517
H 6.93616 8.19733 -16.33098
H 5.21278 8.63165 -16.43783
H 6.29624 8.42611 -18.56087
C 6.03453 3.06307 -13.38301
C 7.12323 3.34928 -14.43924
O 8.23298 2.54922 -14.03222
H 5.29882 3.86794 -13.36276
H 6.43669 3.07309 -12.36848
H 5.58896 2.07067 -13.44834
H 7.43047 4.39763 -14.43433
H 6.82398 3.18025 -15.47593
H 9.00382 2.76026 -14.58194
C 2.12545 1.90656 -14.80249
C 0.64346 1.90313 -14.33492
O 0.32369 0.53854 -14.03730
H 2.47728 2.90269 -15.07681
H 2.37360 1.19362 -15.58793
H 2.76752 1.61417 -13.96930
H -0.00722 2.22403 -15.14797
H 0.48010 2.49766 -13.43616
H 0.36944 0.42800 -13.08494
C 1.66321 6.12697 -14.34830
C 2.83959 6.15804 -13.36769
O 3.40099 7.44836 -13.37240
H 1.37659 5.10401 -14.59323
H 1.89306 6.67620 -15.26126
H 0.79711 6.61647 -13.90167
H 3.60029 5.43568 -13.67280
H 2.52474 5.97394 -12.33910
H 3.98143 7.61393 -12.62293
C 6.79512 -0.69138 -11.98106
C 8.14148 -0.60732 -12.72252
O 8.73576 0.59895 -12.28512
H 6.08410 0.06910 -12.30498
H 6.97140 -0.66610 -10.90606
H 6.23438 -1.59125 -12.24558
H 7.96161 -0.43831 -13.78622
H 8.86162 -1.41927 -12.62351
H 8.50906 1.29622 -12.91571
*
```

## Properties
SMILES: COCCNCCOC.COCCNCCOC.COCCNCCOC.COCCNCCOC.CCO.CCO.CCO.CCO.CCO.CCO.CCO
HOMO level: -8.03 eV
Maximum force: 2.3 eV Å⁻¹
LUMO: 0.5 eV

---

Entry from the Open Molecules 2025 dataset: C38H104MgN9O10 as an isolated structure in a non-equilibrium geometry (ωB97M-V/def2-TZVPD).

Structure (ORCA input):
```
! wB97M-V def2-TZVPD RIJCOSX def2/J DEFGRID3
* xyz 1 1
Mg -0.74859 -0.99824 -4.59565
C -0.07606 2.19359 -0.81157
C -0.13825 0.67172 -0.62917
O 0.15962 -0.14348 -1.71069
H -0.50283 2.64427 0.08446
H -0.59148 2.54187 -1.70663
H 0.90966 2.65784 -0.78136
H -1.17197 0.51087 -0.32313
H 0.43095 0.48814 0.28209
C -3.95299 -4.10647 -3.34070
C -2.63264 -4.79170 -3.52870
C -2.87783 -6.29003 -3.63483
O -3.50880 -6.81534 -2.46121
C -3.78758 -8.15646 -2.60995
N -1.97671 -4.20198 -4.63246
H -3.81053 -3.03969 -3.16824
H -4.50488 -4.47907 -2.47775
H -4.58676 -4.20833 -4.22164
H -2.04242 -4.64605 -2.62398
H -1.90719 -6.77340 -3.74582
H -3.46556 -6.48903 -4.53097
H -4.21486 -8.60124 -1.71122
H -2.97520 -8.77285 -2.99491
H -4.61236 -8.30264 -3.30743
H -2.43447 -4.48271 -5.48788
H -1.13187 -4.75066 -4.70522
C 8.43806 1.18273 3.38590
C 8.17001 2.08591 4.53095
C 6.73197 2.32308 4.91489
O 6.19353 2.93853 3.75293
C 4.79367 3.08322 3.80834
N 8.89577 1.63409 5.72971
H 9.51420 1.10326 3.23191
H 7.99485 1.65117 2.50715
H 8.03727 0.18074 3.53915
H 8.56301 3.06383 4.25289
H 6.53466 2.88919 5.82521
H 6.15022 1.40489 4.99610
H 4.53351 3.87081 4.51552
H 4.16140 2.22873 4.04953
H 4.50030 3.38810 2.80380
H 8.50720 0.73188 5.96448
H 8.59027 2.09312 6.57591
C -9.52216 5.93438 2.09300
C -8.00789 5.85049 2.41619
C -7.13820 5.51362 1.18039
O -5.74885 5.65968 1.45168
C -4.89738 5.35241 0.33028
N -7.52159 7.09063 2.98462
H -9.75194 6.71981 1.37300
H -10.11139 6.24233 2.95676
H -9.97122 5.02110 1.70269
H -7.94671 5.01236 3.11037
H -7.37074 6.23946 0.40116
H -7.37565 4.51685 0.80873
H -5.16228 5.97592 -0.52362
H -5.01548 4.30363 0.05784
H -3.85309 5.54977 0.57236
H -6.51189 7.08285 3.00800
H -7.72188 7.21340 3.96692
C 3.22726 1.61235 -5.72350
C 1.92311 1.47717 -6.50274
C 2.05640 2.16133 -7.85549
O 3.10732 1.49217 -8.56730
C 3.45265 2.04697 -9.86976
N 1.57518 0.07157 -6.73137
H 4.00432 0.93581 -6.07926
H 3.06446 1.26976 -4.70163
H 3.59525 2.63836 -5.72051
H 1.23591 2.00265 -5.83963
H 2.31070 3.21035 -7.70391
H 1.13388 2.13893 -8.43563
H 2.73071 2.82287 -10.12445
H 3.37095 1.21606 -10.57049
H 4.50361 2.33586 -9.88093
H 1.14844 0.09873 -7.64638
H 2.45541 -0.39484 -6.89799
C 5.70894 -0.69450 -0.35736
C 5.63354 -1.90894 -1.24269
C 6.82887 -2.92239 -1.06477
O 6.58663 -3.81269 -0.01409
C 7.72720 -4.45063 0.50883
N 4.38772 -2.63405 -1.00119
H 6.50778 0.00744 -0.59656
H 5.73180 -0.82201 0.72492
H 4.78675 -0.12225 -0.45842
H 5.57974 -1.53705 -2.26587
H 7.66464 -2.28631 -0.77322
H 7.01195 -3.44906 -2.00135
H 8.41965 -4.87751 -0.21669
H 7.44733 -5.22311 1.22510
H 8.35557 -3.77487 1.08902
H 4.21318 -3.05677 -1.90171
H 3.64569 -1.94952 -1.03141
C 1.60237 -8.24227 0.17131
C 1.93605 -6.74575 0.37914
C 0.98029 -5.98912 1.28023
O 1.56948 -4.71448 1.63730
C 0.69862 -3.98253 2.49395
N 3.27844 -6.77228 0.99226
H 1.93895 -8.90793 0.96611
H 1.94841 -8.57139 -0.80851
H 0.52403 -8.35658 0.06079
H 2.00513 -6.26250 -0.59543
H 0.76319 -6.51486 2.21006
H 0.03538 -5.80722 0.76822
H 0.55682 -4.45165 3.46757
H -0.25441 -3.65546 2.07817
H 1.15023 -3.02310 2.74622
H 3.30998 -7.46304 1.72844
H 3.78904 -7.38223 0.36989
C -2.75232 4.64140 6.94093
C -2.25889 4.18037 5.56311
C -2.94634 2.90719 5.03069
O -2.66046 1.78861 5.90117
C -1.33904 1.24547 5.79262
N -2.49391 5.25005 4.59745
H -2.21344 5.44377 7.44483
H -2.85519 3.79471 7.61965
H -3.77281 4.98597 6.77373
H -1.18565 4.00108 5.62707
H -2.71008 2.74483 3.97906
H -4.02907 2.92413 4.90614
H -0.70355 1.62589 6.59231
H -0.82156 1.43488 4.85217
H -1.49281 0.16654 5.77354
H -2.79384 6.10932 5.03538
H -3.21245 5.05815 3.91411
C 1.02443 6.72417 -3.43887
C 0.18789 7.68848 -4.31283
C -1.28182 7.63348 -3.90717
O -2.09028 8.31624 -4.88181
C -3.50027 8.03178 -4.71370
N 0.84706 8.93937 -4.19929
H 2.07495 6.79043 -3.72190
H 0.79500 5.71909 -3.79283
H 0.91264 6.86343 -2.36360
H 0.23770 7.26351 -5.31534
H -1.40334 7.96466 -2.87583
H -1.55614 6.58708 -3.77340
H -4.00138 8.57475 -5.51505
H -3.94397 8.23538 -3.73914
H -3.63845 6.97008 -4.91818
H 0.87893 9.11390 -3.20499
H 0.31106 9.69243 -4.60637
C -2.87071 -8.68772 3.36931
C -3.21586 -7.35704 3.96891
C -3.99611 -6.40650 2.97603
O -3.90031 -5.05391 3.42450
C -4.33416 -4.10754 2.50985
N -4.10754 -7.60148 5.08228
H -2.12325 -8.64614 2.57705
H -3.71130 -9.20496 2.90673
H -2.60953 -9.32459 4.21446
H -2.35872 -6.82897 4.38670
H -4.98532 -6.81896 2.77740
H -3.54780 -6.49090 1.98608
H -5.35936 -4.25758 2.17141
H -3.67105 -4.10546 1.64476
H -4.38514 -3.13756 3.00446
H -4.38602 -6.78879 5.61340
H -3.54493 -8.16288 5.70551
*
```

## Properties
HOMO level: -10.28 eV
Maximum force: 3.1 eV Å⁻¹
LUMO: -6.8 eV

---

Entry from the Open Molecules 2025 dataset: a 11-piece molecular cluster, C38H105N15O14 overall in a non-equilibrium geometry (ωB97M-V/def2-TZVPD).

Structure (ORCA input):
```
! wB97M-V def2-TZVPD RIJCOSX def2/J DEFGRID3
* xyz 0 1
C -2.49568 -2.30759 8.26637
O -2.52043 -3.75855 8.31216
C -1.92809 -4.31473 7.14410
C -1.22914 -5.67541 7.40721
C 0.03190 -5.72627 8.28063
N -0.85188 -6.21610 6.10561
H -3.06428 -2.00783 9.14668
H -2.87155 -1.82051 7.36661
H -1.48899 -1.93475 8.45525
H -2.63719 -4.26620 6.31772
H -1.16056 -3.69266 6.68362
H -2.01256 -6.39865 7.63366
H 0.19321 -6.77870 8.51405
H -0.00431 -5.12286 9.18765
H 1.01144 -5.42365 7.91047
H -0.64461 -7.17553 6.34359
H -1.49958 -6.23605 5.33089
C -5.40940 -8.64134 0.64994
O -6.31795 -7.50734 0.55658
C -5.81490 -6.25063 0.02543
C -6.81369 -5.09755 -0.21284
C -7.32092 -4.43616 1.14199
N -7.92512 -5.67847 -0.85730
H -4.79317 -8.60281 1.54820
H -4.68600 -8.75116 -0.15797
H -5.84513 -9.64041 0.63930
H -5.06667 -5.83959 0.70314
H -5.35701 -6.58674 -0.90487
H -6.40581 -4.40296 -0.94719
H -7.86820 -3.54347 0.83922
H -6.52983 -4.27565 1.87446
H -7.99245 -5.14329 1.62895
H -8.65419 -5.73711 -0.16079
H -7.71916 -6.66709 -0.83934
C 7.47513 -10.58515 1.05613
O 8.33920 -10.13649 0.00904
C 9.19334 -11.11092 -0.63725
C 9.79418 -10.54230 -1.98158
C 10.38203 -11.67074 -2.70029
N 10.75414 -9.37386 -1.82943
H 7.16908 -9.71730 1.64032
H 7.86121 -11.21704 1.85598
H 6.63969 -11.00417 0.49528
H 10.02389 -11.22008 0.06016
H 8.65592 -12.05895 -0.66027
H 8.85962 -10.17815 -2.40830
H 9.74770 -12.43546 -3.14855
H 10.96483 -12.11985 -1.89608
H 11.02772 -11.33663 -3.51241
H 11.58044 -9.82340 -1.46166
H 10.41324 -8.67370 -1.18626
C -4.73764 12.01827 1.13477
O -3.94948 10.90330 1.47994
C -2.88934 10.80722 0.46661
C -1.79314 9.86880 0.90443
C -0.50685 10.08751 -0.03673
N -2.22061 8.53167 0.77536
H -4.33769 13.02544 1.25204
H -5.51321 11.99989 1.90043
H -5.10641 12.21900 0.12889
H -3.13425 10.54931 -0.56373
H -2.44302 11.79475 0.34959
H -1.51804 10.13555 1.92485
H -0.70284 10.09397 -1.10895
H 0.34323 9.44542 0.19388
H -0.04150 11.02026 0.28187
H -2.81259 8.52227 -0.04291
H -2.96781 8.36557 1.43429
C 7.56959 5.18572 13.35181
O 6.83083 5.64199 12.18564
C 7.27556 5.14534 10.93131
C 6.11743 4.99686 9.91418
N 5.65613 6.29643 9.40218
C 4.27968 6.19708 8.93867
C 3.89797 5.11099 7.86702
O 4.22926 5.52916 6.51271
C 4.31566 4.54473 5.56726
H 7.10311 5.55527 14.26500
H 8.58758 5.57077 13.29233
H 7.65365 4.09905 13.36539
H 7.80359 4.19395 10.99572
H 7.99157 5.80982 10.44767
H 5.34695 4.33785 10.31439
H 6.43437 4.27106 9.16527
H 6.13542 6.53395 8.54546
H 4.27576 7.14619 8.40269
H 3.53798 6.22919 9.73677
H 2.81334 5.21894 7.86423
H 4.12740 4.06759 8.08333
H 5.37662 4.30424 5.49915
H 3.87921 4.86264 4.62039
H 3.74363 3.62585 5.69583
C 1.60495 -2.55346 0.31766
O 0.81123 -2.26939 -0.81824
C 0.37068 -3.33275 -1.66919
C -0.35426 -2.85359 -2.88853
N -1.04944 -1.60686 -2.60459
C -1.89761 -0.92098 -3.54710
C -2.27284 0.43549 -2.90271
O -3.11297 0.34035 -1.74693
C -2.31588 0.39927 -0.48318
H 2.40425 -3.24310 0.04633
H 1.05709 -2.83619 1.21656
H 2.18327 -1.71337 0.70225
H -0.22509 -4.10237 -1.17843
H 1.27417 -3.84416 -2.00125
H -0.86081 -3.67818 -3.39009
H 0.39992 -2.65425 -3.64983
H -0.41967 -1.03780 -2.05717
H -2.75534 -1.48886 -3.90756
H -1.37050 -0.71036 -4.47763
H -2.90933 0.98459 -3.59659
H -1.40677 1.09648 -2.93608
H -1.22600 0.39466 -0.49847
H -2.54334 -0.55806 -0.01427
H -2.60246 1.18911 0.21117
C 3.67440 -3.79880 -8.51850
O 4.17721 -4.46431 -7.41004
C 5.51998 -5.03881 -7.66397
C 6.07947 -5.15203 -6.26323
N 6.88201 -4.06283 -5.76902
C 6.23967 -2.79134 -5.51628
C 7.17860 -1.72523 -4.90740
O 7.90633 -2.09605 -3.68274
C 8.44906 -0.92495 -3.05334
H 4.13233 -2.80995 -8.49424
H 2.58647 -3.79702 -8.58564
H 3.89395 -4.08611 -9.54678
H 6.21911 -4.56246 -8.35130
H 5.42646 -6.07207 -7.99822
H 6.68633 -6.05665 -6.30171
H 5.39308 -5.32305 -5.43395
H 7.45837 -4.41634 -5.01872
H 5.49669 -2.99506 -4.74519
H 5.67256 -2.33614 -6.32824
H 6.55392 -0.90018 -4.56509
H 7.85357 -1.42791 -5.70996
H 8.85532 -0.15301 -3.70691
H 9.17847 -1.09434 -2.26126
H 7.62108 -0.42164 -2.55413
N -8.18890 6.67908 0.49287
C -9.21450 7.36160 0.39882
N -9.35460 8.03946 1.44796
O -9.91991 7.48569 -0.56787
H -7.97725 6.35197 1.42469
H -7.98535 6.09705 -0.30707
H -8.49699 8.34947 1.88212
H -10.23763 8.48450 1.65369
N -5.98766 3.19409 -12.36635
C -6.51974 3.15538 -11.21897
N -5.85619 3.77792 -10.32535
O -7.61572 2.64337 -11.05067
H -4.98749 3.33201 -12.33931
H -6.41272 2.79276 -13.18997
H -6.26438 3.81536 -9.40227
H -5.03038 4.29079 -10.59940
N -5.76297 10.24291 -6.47487
C -6.63595 9.59311 -5.75140
N -7.41638 10.46516 -5.22028
O -6.85565 8.40251 -5.74609
H -6.11063 11.16971 -6.67555
H -5.17085 9.80867 -7.16836
H -7.25280 11.46122 -5.25500
H -8.11561 10.18663 -4.54680
N -8.89390 2.09776 -4.43849
C -9.57381 1.24249 -5.15949
N -9.52880 0.06190 -4.70118
O -10.31742 1.47482 -6.09317
H -9.12772 3.06536 -4.60928
H -8.20295 1.79459 -3.76710
H -9.76077 -0.74284 -5.26570
H -8.98281 -0.10559 -3.86814
*
```

## Properties
SMILES: COC[C@H](C)N.COC[C@H](C)N.COC[C@H](C)N.COC[C@H](C)N.COCCNCCOC.COCCNCCOC.COCCNCCOC.NC(N)=O.NC(N)=O.NC(N)=O.NC(N)=O
HOMO level: -8.19 eV
Maximum force: 9.7 eV Å⁻¹
LUMO: 0.3 eV

---

Energy above the lowest of the compared OMol25 structures with the same formula, charge and spin values (in eV) by entry order: 0.000; 0.000; 11.086.